[1]
An isolated molecule of C31H31NO6 at a distorted geometry, computed with ωB97M-V/def2-TZVPD.

structure (SMILES) = COc1ccc([C@H](CC(=O)N2CCCC2)c2c(OC)cc(OC)c3c(-c4ccccc4)cc(=O)oc23)cc1
highest occupied orbital energy = -7.94 eV

ORCA input file:
```
! RIJCOSX wB97M-V def2-TZVPD def2/J DEFGRID3
* xyz 0 1
H -1.710 -3.555 1.314
C 4.347 0.007 -6.442
O -2.377 4.422 0.401
C 1.537 -1.280 3.267
H -3.468 -3.621 1.044
H 0.817 -1.716 2.572
H -0.070 1.623 -3.175
H 3.036 -2.316 -1.472
C -3.957 -0.426 2.907
C 2.779 -0.823 2.515
C -6.184 -1.315 2.915
H 3.906 1.065 -1.724
H 1.588 2.012 3.071
H 1.760 -2.002 4.050
C -2.301 3.221 0.470
H -7.386 -0.838 1.209
C 2.380 2.129 0.157
N 2.354 0.427 1.911
H 5.015 0.852 -6.243
H 1.915 2.756 0.918
O 1.706 -0.926 -0.975
H 3.615 -0.652 3.204
C -2.532 -3.195 0.686
H -0.301 -2.486 -0.169
C 1.002 0.042 3.812
H 0.798 2.785 -1.095
C 1.282 1.036 2.679
H 1.556 0.323 4.708
H 0.393 1.175 2.059
C -0.945 1.292 0.031
C -3.143 0.988 1.034
C -1.694 -0.979 0.402
H 1.953 -2.821 -0.155
C 1.324 1.837 -0.934
H 1.354 -2.777 -1.841
C 0.283 0.845 -0.461
H -5.617 0.482 0.110
O 3.012 0.319 -6.135
H 4.362 -0.219 -7.507
C 0.967 1.366 -3.345
C 1.373 0.999 -4.608
H -4.205 2.799 1.370
O -1.132 2.632 0.050
C -3.312 2.332 0.987
H -2.994 -0.302 3.382
H 3.116 -1.505 1.734
H -2.365 -3.505 -0.350
H -4.764 -1.613 4.489
C -0.483 -1.428 -0.092
C 3.609 0.712 -3.796
C 0.508 -0.535 -0.508
C 2.010 -2.291 -1.111
C 2.979 0.894 0.808
H 3.194 2.691 -0.303
H 4.696 -0.869 -5.883
H 4.647 0.458 -3.942
C -1.938 0.410 0.502
C -4.189 0.161 1.668
C -4.951 -1.160 3.526
C 1.867 1.412 -2.282
C 2.707 0.669 -4.849
H -6.959 -1.892 3.399
C -6.423 -0.724 1.687
C -5.433 0.019 1.068
O -2.696 -1.802 0.792
C 3.188 1.079 -2.527
H 0.676 0.962 -5.431
H -0.057 0.000 4.061
O 3.980 0.341 0.387
*
```

[2]
A structure of composition C31H32AsBrCaF6IN2, computed with ωB97M-V/def2-TZVPD.

<S²> = 0.792
highest occupied orbital energy (alpha / beta) = -8.50 / -8.50 eV

ORCA input file:
```
! RIJCOSX wB97M-V def2-TZVPD def2/J DEFGRID3
* xyz 0 2
H 3.337 -4.008 0.572
C 2.754 2.466 -1.471
H -4.578 -4.167 1.606
C 3.596 -1.994 -0.179
H 2.282 -1.930 1.551
C 2.138 -3.733 -1.211
H -3.681 -0.580 4.831
F -0.940 5.024 2.000
H -3.148 -5.079 2.075
C -1.681 -2.635 0.955
H -2.219 0.404 4.672
C -2.774 -2.995 1.713
C -3.410 3.398 -2.351
F -0.512 2.630 2.287
F -2.704 2.136 1.424
H -4.057 -2.454 3.347
C -4.540 1.767 -0.990
H 1.967 2.533 -2.224
C -0.980 -1.422 1.206
H 0.029 -3.357 -1.082
C 2.270 -3.043 -2.571
C 3.409 -3.496 -0.393
C 4.049 2.696 -1.914
C -3.196 -2.163 2.756
H -3.626 0.768 3.688
C 5.102 2.615 -1.007
C -3.469 2.127 -1.795
H 4.593 -1.647 -2.069
Ca 0.118 1.550 0.361
H 1.389 0.089 -1.478
H -4.365 5.300 -2.527
I -1.911 0.802 -2.226
C 3.715 -1.281 -1.529
Br -4.656 0.069 -0.175
H -2.566 3.676 -2.967
C 1.236 -0.987 -1.605
H 3.850 -0.206 -1.376
H 0.790 -3.695 0.484
As -1.914 3.649 1.762
H -6.379 2.396 -0.107
C -3.046 -0.047 4.124
H 1.987 -4.806 -1.356
N 0.077 -0.926 0.527
H 5.655 2.277 1.038
H 2.519 -0.371 0.749
H 4.253 2.931 -2.951
H -3.365 -4.594 0.395
H 0.324 -1.157 -2.188
N 7.536 2.991 -1.801
C 2.428 2.148 -0.140
C 4.837 2.327 0.331
C 1.085 -1.666 -0.231
H -1.402 -3.264 0.129
C 2.388 -1.442 0.577
F -3.213 4.535 1.112
H -6.283 4.658 -1.093
H 3.374 1.885 1.788
H -0.939 0.303 2.527
C -5.553 2.682 -0.743
C 3.528 2.107 0.734
C 6.454 2.827 -1.446
C -3.509 -4.278 1.427
H 2.530 -1.028 -3.317
F -2.514 3.656 3.358
C -1.464 -0.608 2.266
H 4.494 -1.807 0.415
H 4.272 -3.914 -0.919
C 2.452 -1.541 -2.355
C -4.422 4.308 -2.102
F -1.178 3.458 0.124
C 0.915 -3.171 -0.468
C -2.550 -0.961 3.041
H 1.380 -3.233 -3.178
C -5.494 3.948 -1.299
H 3.127 -3.450 -3.115
*
```

[3]
An isolated molecule of C31H32BClF10O4 at a distorted geometry, computed with ωB97M-V/def2-TZVPD.

structure (SMILES) = CCCCCc1c(COC)c(B(C)O)c2c(c1C(F)(F)C(F)(F)C(F)(F)C(F)(F)F)C(=O)c1c(cc([C@@H](C)F)cc1[C@H](Cl)CC)C2=O
highest occupied orbital energy = -9.10 eV

ORCA input file:
```
! RIJCOSX wB97M-V def2-TZVPD def2/J DEFGRID3
* xyz 0 1
F 2.789 2.225 0.305
C 3.143 3.027 -1.956
H 6.180 -4.517 2.706
C -0.372 0.753 0.189
H 0.397 -4.889 2.270
H -2.890 4.583 -5.505
C -2.313 3.040 -3.900
H -0.516 -3.333 1.969
H -5.452 0.567 -3.453
H 3.848 -0.271 2.994
O -0.810 2.820 -1.222
H 6.522 -0.262 2.218
F 1.112 1.223 -2.506
C -7.494 -1.328 -2.363
H 4.643 -3.985 1.764
H 2.751 -2.077 3.348
H 6.396 -3.557 1.161
F 4.326 1.117 -0.949
H -1.426 3.558 -5.931
C 0.971 -1.040 2.281
H 6.791 -2.228 3.373
F 2.418 -0.533 -1.990
H 3.294 -2.214 1.324
F -7.744 -0.603 0.080
C 3.626 2.737 -3.470
H -2.321 -2.622 3.009
H -2.197 -0.113 5.728
B -1.352 -1.106 3.890
C 0.543 -3.744 2.191
H -6.482 -1.803 -2.597
H 5.953 -1.300 0.810
H -3.476 1.282 -4.583
C 1.078 0.294 -0.128
H 4.332 0.803 1.572
C -2.737 1.205 -1.012
H -2.900 3.744 -3.217
O 1.075 -3.322 3.465
C -1.168 -0.203 5.242
C 1.864 0.689 -1.443
F 2.573 3.147 -4.352
C 5.685 -0.986 1.885
H -0.385 -0.725 5.899
C -2.478 3.512 -5.456
O -3.157 1.326 2.696
C -2.708 1.493 -3.744
H 4.968 -2.202 3.704
C 5.704 -3.681 2.070
H -3.089 2.776 -6.078
H -7.920 -0.803 -3.296
C 4.221 -0.281 1.914
C -4.992 0.271 0.254
F 4.764 3.510 -3.751
H -0.797 0.825 4.905
F 1.987 3.868 -1.903
C 1.615 -1.966 3.429
Cl -1.300 0.337 -4.140
C 5.752 -2.269 2.868
C -2.679 0.846 1.648
C -5.694 0.232 -1.142
O -2.166 -2.286 3.918
C 3.032 1.730 -1.025
H 1.262 -3.596 1.305
C -3.530 0.758 0.275
C -4.908 0.629 -2.439
C 1.754 -0.606 0.982
C 3.250 -1.143 0.924
H 3.754 -1.128 -0.090
H -1.182 3.153 -3.688
C -1.159 0.322 1.484
H -7.814 0.742 -1.507
C -7.246 -0.225 -1.222
H 1.432 -1.534 4.488
C -0.523 -0.603 2.551
F 3.855 1.380 -3.755
H -8.232 -2.092 -1.942
C -3.437 1.113 -2.382
H -5.575 -0.026 1.198
F 4.189 3.832 -1.375
C -1.227 1.732 -0.776
*
```

[4]
A structure of composition C31H32BrF4GeO5PPdSe, computed with ωB97M-V/def2-TZVPD.

highest occupied orbital energy = -14.39 eV

ORCA input file:
```
! RIJCOSX wB97M-V def2-TZVPD def2/J DEFGRID3
* xyz 2 1
C 5.467 -1.533 2.456
O 0.167 0.307 -0.641
H -2.001 -3.519 -0.788
H 4.051 2.074 -2.585
H -0.679 4.798 2.819
H 2.346 3.096 -1.564
H -4.346 -6.964 3.017
C 3.852 2.816 1.478
C 4.394 -0.922 1.847
F 7.769 -1.953 2.488
F 5.304 -2.269 3.545
C -1.034 4.413 0.689
C -3.065 -3.212 2.015
H -0.382 -4.784 3.253
C 3.313 2.429 0.248
C 5.818 0.015 0.196
O -2.102 -0.610 1.395
H -3.907 -3.018 1.351
H 4.237 2.077 2.170
C -0.700 2.705 2.313
H -0.340 2.406 3.292
Ge -2.703 -5.211 2.282
C 3.216 -0.626 -4.437
C 3.645 1.101 -2.820
C -1.291 0.295 2.011
C -1.663 1.700 1.654
P 3.142 0.695 -0.095
C 4.535 -0.148 0.704
H -1.955 4.624 0.148
H -1.600 -4.824 4.545
C 3.658 0.653 -4.131
F 6.012 0.783 -0.868
O -1.802 0.444 -1.621
C 6.739 -1.372 1.918
O 0.385 2.697 1.373
C 2.810 3.389 -0.633
C 6.917 -0.592 0.785
H 3.487 6.161 1.180
C 3.906 4.157 1.811
H 0.253 3.181 -0.649
Br 2.690 -1.136 2.647
H -0.357 5.252 0.542
H 4.329 4.459 2.759
H -1.032 -6.323 3.809
C -1.030 0.838 -0.775
H 2.435 -2.476 -3.677
C -1.455 2.001 0.130
H 4.029 1.301 -4.912
Se -1.556 -2.319 1.317
O -0.371 -0.040 2.723
C -1.286 -5.282 3.607
H -5.183 -5.688 2.126
Pd 1.331 0.055 0.971
C 3.429 5.112 0.922
H -1.173 -5.512 0.241
H -3.244 -2.772 2.998
C -4.415 -5.887 2.871
H -2.301 4.190 2.502
H -4.708 -5.431 3.816
C 3.174 0.256 -1.815
H 2.377 -1.692 -1.340
H -1.985 -7.006 0.671
H -2.795 -1.896 -0.782
C -1.888 -2.459 -0.567
C 2.882 4.729 -0.295
H -2.389 2.355 -0.298
C 2.767 -1.476 -3.434
C -1.258 4.121 2.195
F 8.120 -0.426 0.281
H -1.042 -2.008 -1.081
H -2.708 1.850 1.934
C -2.127 -5.930 0.568
H 3.231 -0.967 -5.464
C -0.387 3.108 0.223
H -2.878 -5.771 -0.207
C 2.742 -1.037 -2.123
H 2.513 5.476 -0.986
*
```

[5]
A structure of composition C31H32N10O3S2W, computed with ωB97M-V/def2-TZVPD.

<S²> = 2.202
highest occupied orbital energy (alpha / beta) = -12.62 / -12.80 eV

ORCA input file:
```
! RIJCOSX wB97M-V def2-TZVPD def2/J DEFGRID3
* xyz 2 3
C -3.954 -0.781 1.546
H 0.185 -4.870 -1.238
H 0.464 3.863 -2.567
C 3.682 0.487 -1.896
N 2.728 0.244 -1.304
H 0.687 -3.617 0.984
H -2.211 -3.387 -5.073
C -0.723 4.757 -1.023
C 0.180 -2.700 -0.892
W -0.693 0.157 0.042
H 1.834 -2.468 -2.300
N -1.824 0.321 1.920
C -1.451 -2.642 -3.237
H 4.743 0.715 -3.691
C -0.106 3.729 -1.662
C 2.443 -2.220 2.158
H 5.278 1.765 -2.368
C 2.785 -2.654 -0.449
C -2.057 1.172 4.199
H -0.662 5.770 -1.395
N -0.657 -1.479 -1.201
C -2.216 -2.557 -4.377
C -1.454 -1.557 -2.325
H -3.899 0.328 -3.785
N 4.103 -3.695 -2.216
S -2.699 0.418 -1.114
H -5.653 0.410 1.580
H -0.991 -2.998 0.902
N -3.208 0.288 1.969
C 3.100 -2.632 0.959
C 0.121 1.301 2.831
N 0.707 1.079 1.635
H -2.857 0.446 4.319
H 0.745 -1.384 3.205
H -5.874 -1.255 1.165
O 5.012 -1.998 -1.032
C 0.812 1.899 3.868
C -0.281 2.467 -1.064
S -3.328 -2.284 1.257
H 2.401 1.186 0.487
H 1.268 -1.281 0.386
H -2.501 2.169 4.133
C 2.744 1.985 2.471
O -2.340 3.197 1.683
C 1.663 -2.547 -1.232
H 5.657 0.026 -2.330
C -2.419 -0.560 -2.499
H -1.014 -4.782 -3.395
H 0.327 2.099 4.810
C -1.292 0.890 2.956
C 2.146 2.249 3.685
H 4.956 -3.827 -2.735
C -1.643 3.345 0.688
C -3.048 -1.455 -4.622
H -1.876 5.762 1.805
H -3.609 1.218 2.017
N 0.497 -1.496 1.035
H -1.812 6.645 0.263
C 4.080 -2.744 -1.257
C -3.190 -0.480 -3.664
H -1.415 1.142 5.074
C -0.198 -3.943 -1.648
H 3.011 -2.367 3.069
N -1.452 4.597 0.112
C -2.133 5.729 0.750
H 4.133 -2.907 1.135
C 4.916 0.770 -2.618
H 2.700 2.717 4.487
N -1.007 2.322 0.054
C 1.225 -1.644 2.274
N -5.257 -0.501 1.416
H 3.374 -4.379 -2.304
C -0.832 -3.890 -2.810
C 0.035 -2.842 0.588
H 3.781 2.227 2.287
C 1.986 1.401 1.462
H -3.211 5.617 0.654
O 0.164 1.326 -1.461
H -3.629 -1.412 -5.532
*
```

[6]
A structure of composition C31H32N2OSiSr at a distorted geometry, computed with ωB97M-V/def2-TZVPD.

highest occupied orbital energy (alpha / beta) = -5.85 / -5.15 eV

ORCA input file:
```
! RIJCOSX wB97M-V def2-TZVPD def2/J DEFGRID3
* xyz 0 1
H -2.331 7.023 -1.857
H 2.139 2.463 0.464
C 0.567 3.808 2.787
C -1.675 5.671 -0.309
C 0.474 3.444 4.131
H 0.398 -0.983 2.824
H -2.512 -1.416 1.569
C -2.431 3.963 2.873
H -0.623 0.486 3.396
C -0.859 5.505 0.820
C 2.886 3.417 4.327
C -1.076 -2.084 -4.045
H -4.734 -4.095 -1.044
Sr -0.623 0.678 -0.167
H -0.520 3.297 4.583
H 1.700 -0.369 -5.147
C -4.518 4.168 4.736
H -2.325 4.854 -0.642
C -2.901 2.816 3.528
C -2.136 -1.967 -1.708
N -2.019 -1.419 -0.465
N -0.294 -0.511 -2.409
H 3.790 3.218 4.913
H -0.763 8.845 -1.170
C -0.059 -1.653 -4.919
C -1.664 6.885 -1.005
C 1.621 3.228 4.900
H 2.285 -1.538 -0.426
H 1.924 4.419 1.207
C 1.829 4.077 2.241
C -3.141 -2.938 -1.946
C -3.063 5.194 3.090
H -4.583 6.266 4.175
H 1.464 0.541 -2.794
C -1.156 -1.509 -2.756
H 1.213 0.633 3.328
H -2.453 1.837 3.304
C 1.567 -1.783 0.361
C 0.333 0.094 2.986
C -4.103 5.297 4.023
O -1.167 2.685 0.670
H -1.816 -2.841 -4.313
C -0.009 6.541 1.228
C -3.923 2.925 4.481
C 0.881 -0.709 -4.500
H -4.369 -3.148 1.286
H -5.303 4.257 5.483
C -2.755 -1.862 0.588
H 3.971 4.026 2.545
H -3.256 -3.326 -2.960
Si -0.974 3.872 1.711
C 2.989 3.859 3.001
H 3.161 0.928 0.559
C 2.508 1.576 -0.030
C 0.035 7.731 0.492
C -0.796 7.910 -0.617
C -3.954 -3.354 -0.869
H -2.729 6.076 2.531
H -0.011 -2.076 -5.917
H 1.524 2.900 5.936
C -3.764 -2.833 0.420
H 0.621 6.407 2.113
H 0.856 -2.586 0.148
C 0.744 -0.175 -3.213
H 1.914 -1.686 1.396
H 2.589 1.610 -1.136
H -4.253 2.034 5.019
H 0.739 8.507 0.800
*
```